Entry from the Open Molecules 2025 dataset: one molecule with the formula C7H10O3S in a non-equilibrium geometry (ωB97M-V/def2-TZVPD).

ORCA input file:
```
! wB97M-V def2-TZVPD RIJCOSX def2/J DEFGRID3
* xyz 0 1
C 0.74 -1.17 1.34
C -0.51 -0.38 0.81
C -0.57 1.06 1.22
C 0.52 1.82 0.41
C 0.32 1.69 -1.11
O 0.31 2.55 -1.92
C 0.34 0.28 -1.60
C -0.59 -0.56 -0.76
S -0.90 -2.14 -1.31
O -1.97 -2.74 -0.54
O -0.95 -2.22 -2.76
H 1.39 -1.09 0.55
H 0.59 -2.19 1.45
H 0.97 -0.74 2.33
H -1.28 -1.11 1.16
H -0.35 1.15 2.19
H -1.61 1.57 0.90
H 1.46 1.38 0.59
H 0.66 2.76 0.99
H -0.06 0.10 -2.56
H 1.47 -0.03 -1.38
*
```

The total energy is -24394.7268 eV. The highest occupied orbital energy (alpha / beta) is -9.35 / -9.34 eV. For the HOMO-LUMO gap (alpha / beta), the calculation gives 7.67 / 7.62 eV. Its SMILES is C[C@H]1CCC(=O)CC1=S(=O)=O.

Here are the Löwdin charges for atoms 1 to 5, given in e: -0.034, -0.342, -0.138, -0.089, -0.414


Entry from the Open Molecules 2025 dataset: a 2-piece molecular cluster, C5H12NO2 overall in a non-equilibrium geometry (ωB97M-V/def2-TZVPD).

ORCA input file:
```
! wB97M-V def2-TZVPD RIJCOSX def2/J DEFGRID3
* xyz -1 1
C -1.00 -0.97 -1.77
N 0.10 -1.54 -1.10
C 0.43 -0.95 0.07
C 1.56 0.14 -0.23
C 1.86 0.97 1.03
O 2.51 0.28 1.95
C -0.73 -0.47 0.93
O -2.55 1.71 0.25
H -1.87 -0.75 -1.14
H -1.32 -1.59 -2.60
H -0.74 0.00 -2.19
H -3.25 2.38 0.19
H 1.04 -1.69 0.63
H 1.26 0.69 -1.13
H 2.44 -0.41 -0.51
H 2.38 1.88 0.67
H 0.88 1.38 1.37
H -0.32 -0.17 1.89
H -1.40 -1.28 1.18
H -1.28 0.38 0.51
*
```

The total energy is -10958.9198 eV. The highest occupied orbital energy is -3.17 eV. For the HOMO-LUMO gap, the calculation gives 3.68 eV.

Here are the Löwdin charges for atoms 1 to 5, given in e: -0.112, 0.104, -0.444, -0.062, -0.474


Entry from the Open Molecules 2025 dataset: one molecule with the formula C20H25FN4O2S in a non-equilibrium geometry (ωB97M-V/def2-TZVPD).

ORCA input file:
```
! wB97M-V def2-TZVPD RIJCOSX def2/J DEFGRID3
* xyz 0 1
C -7.90 -1.24 -0.55
C -6.85 -0.62 -1.46
C -5.92 0.37 -0.75
C -5.04 -0.28 0.33
C -5.57 -0.02 1.74
C -3.65 0.21 0.22
N -2.65 -0.49 -0.16
N -1.49 0.16 -0.21
C -1.58 1.40 0.13
N -0.56 2.31 0.18
C 0.76 2.21 -0.23
O 1.49 3.15 -0.05
C 1.18 0.90 -0.86
C 2.46 1.03 -1.68
C 3.22 -0.26 -1.41
O 4.17 -0.69 -2.03
N 2.63 -0.87 -0.36
C 3.19 -2.03 0.28
C 4.09 -1.66 1.47
C 5.20 -0.77 1.00
C 5.07 0.61 1.04
C 6.05 1.44 0.53
C 7.18 0.86 -0.02
F 8.15 1.66 -0.52
C 7.34 -0.51 -0.08
C 6.35 -1.32 0.44
C 1.53 -0.14 0.22
S -3.21 1.89 0.57
H -7.44 -1.86 0.21
H -8.58 -1.86 -1.13
H -8.49 -0.46 -0.06
H -7.35 -0.09 -2.27
H -6.25 -1.41 -1.91
H -5.28 0.83 -1.51
H -6.52 1.17 -0.30
H -4.99 -1.36 0.15
H -4.94 -0.52 2.48
H -5.57 1.05 1.95
H -6.58 -0.39 1.85
H -0.80 3.21 0.57
H 0.36 0.52 -1.48
H 3.07 1.87 -1.31
H 2.29 1.18 -2.74
H 3.79 -2.54 -0.48
H 2.37 -2.69 0.60
H 3.49 -1.16 2.24
H 4.49 -2.58 1.90
H 4.18 1.06 1.48
H 5.95 2.51 0.55
H 8.23 -0.93 -0.52
H 6.46 -2.39 0.39
H 1.82 0.35 1.15
H 0.68 -0.81 0.42
*
```

The total energy is -44754.8794 eV. The highest occupied orbital energy is -8.67 eV. For the HOMO-LUMO gap, the calculation gives 8.89 eV. Its SMILES is CCC[C@H](C)c1nnc(NC(=O)[C@H]2CC(=O)N(CCc3ccc(F)cc3)C2)s1.

Here are the Löwdin charges for atoms 1 to 5, given in e: -0.111, -0.256, -0.188, -0.376, -0.067


Entry from the Open Molecules 2025 dataset: C31H36N14O2PbS as an isolated structure (ωB97M-V/def2-TZVPD).

ORCA input file:
```
! wB97M-V def2-TZVPD RIJCOSX def2/J DEFGRID3
* xyz 0 1
Pb -0.50 0.25 0.07
C -1.27 -2.93 0.22
C -0.84 -2.77 1.68
N -0.89 -1.37 2.17
C -2.01 -1.11 3.09
C -2.74 0.21 2.89
S -3.31 0.61 1.22
C -4.31 -0.80 0.68
C -3.59 -2.13 0.43
N -2.28 -1.96 -0.18
H -0.41 -2.77 -0.44
H -1.59 -3.98 0.07
H -1.46 -3.39 2.33
H 0.18 -3.14 1.79
H -0.03 -1.18 2.66
H -2.72 -1.93 3.02
H -1.65 -1.12 4.13
H -3.58 0.26 3.59
H -2.08 1.04 3.12
H -5.15 -0.95 1.36
H -4.73 -0.43 -0.26
H -3.47 -2.67 1.37
H -4.24 -2.76 -0.19
H -2.34 -1.95 -1.20
C 1.92 -4.26 -0.44
C 1.92 -3.42 -1.68
C 1.95 -4.05 -2.92
C 1.99 -3.35 -4.12
C 2.04 -1.97 -4.08
C 1.99 -1.34 -2.85
C 4.22 0.27 -1.56
C 1.90 -2.02 -1.63
N 1.74 -1.27 -0.45
C 2.65 -1.43 0.50
O 3.68 -2.12 0.47
C 2.43 -0.57 1.73
C 3.22 -0.74 2.86
C 3.05 0.12 3.93
C 2.14 1.16 3.83
C 1.39 1.27 2.66
N 1.52 0.41 1.66
C 0.46 2.47 2.45
O 0.62 3.43 3.20
N -0.40 2.31 1.44
C -1.09 3.46 0.98
C -2.12 4.09 1.70
C -2.53 3.64 3.07
C -2.79 5.16 1.12
C -2.46 5.63 -0.14
C -1.42 5.04 -0.83
C -0.73 3.96 -0.29
C 0.43 3.37 -1.04
H 2.95 -4.46 -0.12
H 1.42 -5.21 -0.62
H 1.43 -3.75 0.39
H 1.93 -5.14 -2.95
H 1.99 -3.87 -5.07
H 2.08 -1.39 -4.99
H 3.95 0.57 -0.54
H 5.16 0.72 -1.85
H 4.26 -0.81 -1.61
H 3.95 -1.54 2.86
H 3.64 0.00 4.83
H 2.00 1.91 4.60
H -1.69 3.23 3.63
H -3.33 2.89 3.02
H -2.92 4.48 3.64
H -3.58 5.64 1.68
H -2.99 6.47 -0.56
H -1.13 5.41 -1.80
H 0.73 4.02 -1.86
H 0.17 2.40 -1.50
H 1.29 3.21 -0.39
N 0.29 0.80 -4.29
C -0.61 -0.26 -4.03
N -1.09 -1.04 -4.98
N -1.87 -1.89 -4.31
N -1.83 -1.61 -3.03
N -1.04 -0.56 -2.82
C 1.43 0.99 -3.64
N 2.14 2.13 -3.70
N 3.21 1.95 -2.97
N 3.21 0.77 -2.48
N 2.08 0.10 -2.86
H 0.00 1.56 -4.89
*
```

The total energy is -73770.2047 eV. The highest occupied orbital energy is -7.99 eV. For the HOMO-LUMO gap, the calculation gives 7.71 eV.

Here are the Löwdin charges for atoms 1 to 5, given in e: 1.385, -0.229, -0.184, -0.105, -0.241


The following relative energy (zero: lowest compared OMol25 entry of this formula, charge and spin) values (in kJ/mol) correspond, in order, to the records above: 260.5 778.7 60.7 0.0.